Entry 1:
68
Properties=species:S:1:pos:R:3:forces:R:3:mulliken_spin:R:1 method="wB97M-V/def2-TZVPD" lumo_energy_ev="2.410 / 2.406" homo_lumo_gap_ev="2.0108 / 6.6405" molar_mass_g_mol=488.5 total_charge=-1 multiplicity=5 de_lowest_kcal_mol=44.6
Co 0.394794 -0.098666 1.068128 -5.374 -2.896 -0.930 2.57
O -2.661751 0.091937 1.342903 -0.336 1.080 0.719 -0.01
N -0.382972 -0.858574 -1.846186 -0.394 -0.297 -0.531 -0.03
N -1.201357 -1.811614 3.291462 1.031 1.914 -0.474 0.20
N -0.278897 -1.971474 0.006777 -0.255 -0.308 -2.421 0.09
C -0.305240 -0.706913 -0.505395 -0.860 -1.370 -2.488 -0.03
C -0.160323 3.604863 -5.437691 0.008 0.195 -0.153 0.00
C -1.467210 1.003129 -2.975418 0.226 0.046 -0.197 0.00
C 2.590518 -1.023408 3.078565 -0.039 -0.191 0.045 0.01
C 1.295245 1.535145 0.610364 2.027 1.825 1.059 0.02
C 3.343090 -0.049754 0.131116 0.067 -0.320 -0.217 0.01
C 0.195666 0.766718 4.126444 -0.088 -0.199 0.292 0.03
C 2.085368 -0.398724 -3.358274 0.384 -0.063 0.041 0.00
C -0.505029 2.887627 1.901340 -0.247 0.078 -0.080 -0.01
C 0.393202 1.715152 1.715086 1.334 1.354 0.627 -0.09
C -1.360811 -3.866916 2.068307 1.722 1.710 -0.781 -0.03
C -2.330901 -4.341194 2.945291 -1.701 -1.492 0.692 0.51
C 0.748568 0.772710 2.745123 1.556 1.296 1.028 0.00
C -0.435407 -2.904458 -1.004682 0.046 0.276 -0.032 -0.04
C -0.213868 2.411698 -4.527010 0.084 -0.370 0.321 0.00
C -2.742420 0.645910 -2.264786 -0.454 0.267 0.155 0.01
C 2.220640 0.477691 0.957722 1.359 1.608 0.909 0.08
C -0.327432 0.210139 -2.805666 0.205 0.051 0.082 0.00
C 1.291312 2.406216 -0.596782 -0.136 -0.021 -0.367 -0.01
C -0.823349 -2.592261 2.282338 -0.484 -1.961 -0.476 0.13
C -2.051520 -2.308497 4.200558 -1.571 -1.714 1.109 0.31
C 0.864851 0.471004 -3.501562 -0.440 0.148 0.032 0.00
C 0.900904 1.584496 -4.354892 -0.299 -0.093 0.088 0.00
C -2.661067 -3.555865 4.054144 0.380 1.108 0.436 -0.28
C 1.874276 0.008353 2.276329 2.046 1.961 1.431 0.11
C 0.188836 -2.039227 1.354043 0.282 -1.419 1.280 0.18
C -1.388628 2.107100 -3.832392 0.105 -0.328 0.136 0.01
C -0.526506 -2.207596 -2.158780 0.188 -0.229 -0.174 0.06
H 2.136956 -0.920695 -2.393779 -0.157 0.178 -0.262 0.00
H -0.193272 4.550334 -4.882995 0.017 -0.174 0.001 0.00
H -0.783445 1.263560 4.148222 0.181 -0.211 0.113 0.01
H -0.957404 3.201671 0.951057 -0.028 -0.020 0.201 0.00
H 1.829381 1.810803 -4.888029 -0.276 -0.064 0.146 0.00
H -3.380666 -3.871051 4.809061 0.088 -0.102 -0.140 -0.02
H -2.619968 0.556524 -1.174559 0.088 -0.052 -0.337 0.01
H 0.757944 3.599127 -6.028988 -0.075 0.028 0.017 0.00
H -3.475175 1.437544 -2.459970 0.006 -0.177 0.078 0.00
H -0.479754 -3.962300 -0.827531 0.017 -0.024 0.031 0.01
H -1.011135 3.611528 -6.127343 0.110 -0.018 0.062 0.00
H -2.256930 -1.671174 5.061273 -0.128 -0.120 -0.009 0.08
H -2.742378 1.067520 1.430743 0.142 -0.924 -0.121 -0.01
H 0.058024 -0.266046 4.468442 -0.072 0.289 -0.031 0.00
H 1.752742 3.389297 -0.396490 -0.081 -0.284 -0.052 0.01
H -1.298980 2.666056 2.625118 0.066 0.134 -0.189 0.00
H -0.675802 -2.550305 -3.163746 0.011 -0.012 -0.195 0.01
H -1.007165 -4.423637 1.203270 -0.099 -0.165 0.243 -0.04
H 3.153223 -1.091417 -0.179820 0.132 0.214 0.028 0.00
H 1.820637 1.935811 -1.434789 -0.082 0.188 0.127 0.00
H 0.866571 1.304146 4.817164 -0.132 -0.051 -0.143 0.00
H 0.075113 3.740121 2.292755 -0.227 -0.127 -0.080 0.00
H 1.175424 -2.536168 1.443264 -0.561 -0.053 -0.414 0.06
H -3.177978 -0.302858 -2.622595 0.307 0.277 0.103 0.00
H -2.803696 -5.308115 2.768902 0.019 0.182 0.156 0.07
H 1.867837 -1.629531 3.642380 0.172 0.028 -0.158 0.00
H 3.477150 0.551643 -0.777211 0.059 -0.138 0.193 0.00
H 3.276070 -0.559805 3.803854 -0.080 -0.075 -0.150 0.00
H -2.512513 -0.209137 2.269100 0.309 -0.318 -0.591 0.02
H 2.991947 0.218387 -3.452487 -0.236 -0.181 0.024 0.00
H 4.281929 -0.049408 0.703327 -0.139 0.051 -0.200 0.00
H -2.271902 2.735283 -3.958588 0.182 -0.113 0.000 0.00
H 2.132603 -1.158799 -4.154765 -0.095 0.186 0.230 0.00
H 0.255714 2.590170 -0.926971 0.285 -0.034 -0.048 0.01
H 3.176301 -1.683809 2.426202 -0.091 0.037 0.207 0.00

Entry 2:
65
Properties=species:S:1:pos:R:3:forces:R:3:mulliken_charge:R:1 method="wB97M-V/def2-TZVPD" lumo_energy_ev=2.298 homo_lumo_gap_ev=6.6585 molar_mass_g_mol=503.3 total_charge=-1
I -1.280395 -1.084194 2.587043 0.137 -0.279 0.349 -0.21
O -2.512757 1.872391 4.305076 0.323 0.225 -0.213 -0.56
O -2.239567 0.296018 0.205152 -0.002 -0.005 0.252 -0.60
N -5.272506 -0.336859 -3.715999 -0.212 -0.210 0.080 -0.48
N 1.101595 2.722723 2.530778 -0.241 0.075 -0.519 -0.46
N 6.898876 -0.666627 3.707902 0.110 -0.223 -0.247 -0.48
N 0.985429 -0.496041 -1.968898 -0.033 -0.113 -0.255 -0.43
C 7.185032 -1.576890 0.359652 0.000 0.116 -0.062 -0.42
C -6.581915 -1.780626 -1.978501 -0.036 -0.119 -0.012 -0.32
C 2.400067 2.750221 1.867433 0.125 0.070 0.348 -0.77
C -0.032167 3.809976 0.367932 -0.239 -0.250 0.332 -1.38
C -0.086247 1.151471 0.765040 0.205 -0.278 0.123 0.13
C 6.933313 -0.111693 0.022864 0.029 -0.022 -0.017 -1.13
C -5.860502 -0.967761 -2.954940 0.284 0.284 -0.154 0.17
C -1.830545 -1.802341 -3.534842 -0.130 -0.025 0.090 -0.44
C -1.499209 2.987335 2.426411 0.096 -0.018 0.000 -0.51
C -8.298814 -2.577393 -3.683337 0.022 -0.039 0.002 -1.15
C -1.568067 2.464860 3.804561 -0.552 -0.398 0.379 -0.02
C -2.341030 -2.118369 -2.135790 0.025 -0.062 -0.012 -0.03
C 6.681722 -1.294153 2.768554 -0.108 0.262 0.377 0.20
C -7.268567 -2.982426 -2.636034 -0.087 -0.002 -0.071 -0.40
C 3.520278 2.227770 2.769634 -0.279 0.130 -0.133 -0.64
C -1.274214 0.325727 0.902239 -0.455 0.317 -0.779 -0.15
C 3.304910 0.780195 3.195381 0.292 -0.187 0.097 -0.69
C -0.314701 -1.996564 -3.665339 -0.214 0.093 -0.017 -0.56
C 0.412274 -1.140490 -2.729077 0.276 0.040 0.220 0.32
C 6.362534 -2.053439 1.562091 0.074 -0.018 -0.113 -0.30
B -0.119665 2.651581 1.549964 0.123 0.432 0.114 1.02
H -1.003147 3.940095 -0.123184 0.007 -0.053 -0.135 0.26
H 1.004764 3.620541 2.999315 0.056 -0.109 0.243 0.20
H 2.373242 2.131904 0.965129 -0.051 -0.023 -0.038 0.32
H -2.327526 -2.442393 -4.267547 0.065 0.007 -0.050 0.35
H 0.020490 -1.765197 -4.677228 0.031 -0.008 -0.001 0.30
H 2.731733 0.697948 4.116410 -0.154 0.049 -0.074 0.26
H 5.296081 -1.931117 1.362856 -0.025 0.004 0.031 0.29
H -3.421382 -1.988068 -2.093283 -0.005 0.002 0.011 -0.34
H -2.088780 -0.773140 -3.787501 0.020 0.009 -0.035 0.32
H -6.510800 -3.621475 -3.092931 0.027 -0.002 0.026 0.28
H -0.680321 2.644178 4.436396 0.124 0.069 -0.026 0.25
H 4.264017 0.292956 3.368869 0.092 -0.072 0.109 0.16
H 8.246215 -1.733620 0.564002 0.002 -0.031 0.015 0.29
H -7.750905 -3.570221 -1.853260 0.040 0.014 0.042 0.32
H 6.544530 -3.109000 1.766866 -0.027 -0.017 -0.008 0.29
H -2.433530 2.746610 1.914237 -0.016 -0.032 -0.086 0.22
H 6.929233 -2.201134 -0.498409 -0.021 -0.045 0.034 0.30
H 0.710518 3.589212 -0.402835 0.077 0.093 -0.050 0.31
H 4.474111 2.342332 2.242757 0.036 -0.055 0.005 0.37
H 7.507939 0.184925 -0.854805 -0.009 0.003 -0.010 0.34
H -7.832833 -2.030467 -4.503842 0.009 0.033 0.015 0.34
H -5.866328 -2.108237 -1.223180 0.005 0.041 0.032 0.28
H 7.225995 0.538972 0.847622 -0.027 -0.007 0.026 0.34
H -0.042589 -3.032051 -3.451312 0.012 -0.012 0.002 0.28
H 3.565566 2.872815 3.652451 0.104 -0.024 0.036 0.30
H 5.878104 0.067664 -0.188545 -0.011 0.005 0.008 0.30
H -2.108119 -3.147711 -1.849642 0.006 0.001 -0.014 0.36
H -1.478139 4.081190 2.551553 0.078 0.042 -0.046 0.36
H 0.208874 4.773417 0.833495 0.094 0.089 -0.075 0.27
H 2.782018 0.199847 2.432271 -0.080 0.086 -0.063 0.13
H -8.786180 -3.456812 -4.104842 -0.013 0.002 0.002 0.34
H 0.776588 0.581776 1.107189 0.023 0.083 0.087 0.10
H 2.678834 3.765090 1.546837 -0.033 0.001 -0.188 0.21
H 0.003012 1.319116 -0.308570 0.041 0.051 -0.013 0.08
H -9.071460 -1.940885 -3.248067 -0.003 0.011 0.000 0.30
H -1.909753 -1.450562 -1.391928 -0.010 -0.008 0.005 -0.11
H -7.315209 -1.142892 -1.482291 0.000 0.010 0.023 0.34

It is found that the E values, taken in the order of the records, are -2710.0416; -1476.3853 Ha.